165
Properties=species:S:1:pos:R:3:forces:R:3 method="wB97M-V/def2-TZVPD" charge=-1 homo_ev=-4.93
C -0.498 1.793 -0.900 0.89 -0.55 0.58
C 1.053 1.604 -0.990 -1.00 1.36 -0.28
Br 1.718 2.140 0.788 -0.37 -1.76 0.56
C 1.694 2.535 -2.098 0.59 -0.50 1.25
Br 2.346 4.201 -1.206 -0.14 0.44 -1.25
C 2.799 1.859 -2.938 -0.26 -0.51 -1.30
C 3.597 0.703 -2.290 0.45 1.23 -0.08
O 4.225 1.209 -1.085 -0.23 -0.09 0.10
N 4.992 0.214 -0.466 -0.39 -0.38 -0.03
O 4.531 -0.066 0.575 0.48 0.10 0.08
O 2.059 1.135 -3.897 -0.45 -0.41 0.63
B 2.627 1.225 -5.274 -1.02 0.89 0.62
F 1.555 1.985 -5.976 0.57 0.20 -0.29
B 2.752 -0.225 -6.162 0.26 -0.83 0.36
O 2.575 -1.465 -5.464 0.30 0.58 -0.26
N 3.071 -0.342 -7.610 -0.11 -0.35 0.33
C 4.351 0.253 -7.968 -0.21 -0.13 -1.01
C 1.991 0.098 -8.480 0.44 0.74 -0.60
O 3.853 1.967 -5.004 0.71 -0.37 -0.14
C 3.737 2.794 -3.841 -0.45 -0.11 -0.97
C 3.069 4.090 -4.438 -0.01 0.35 0.60
N 3.682 5.370 -3.993 -0.59 0.19 -0.40
C 5.142 3.091 -3.328 0.91 0.60 0.03
C 6.127 3.490 -4.479 -0.01 -1.32 0.15
C 7.173 2.348 -4.663 -0.20 0.89 0.63
C 8.372 2.472 -3.665 -0.49 -0.64 -0.92
N 9.622 2.161 -4.381 -2.34 0.69 2.21
C 10.152 2.944 -5.346 1.58 -1.35 -0.28
C 11.293 2.254 -5.770 -0.52 0.73 -0.20
C 11.386 1.061 -5.012 0.14 -0.18 0.02
C 10.309 1.025 -4.125 1.93 0.25 -1.74
H -0.699 2.554 -0.141 -0.29 0.16 -0.53
H -0.945 2.004 -1.876 0.04 -0.02 0.20
H -0.885 0.850 -0.488 -0.21 0.28 -0.24
H 1.218 0.539 -1.152 0.58 0.33 -0.01
H 0.892 2.831 -2.777 0.37 0.12 0.06
H 2.944 -0.143 -2.054 0.09 0.23 -0.05
H 4.344 0.415 -3.045 -0.13 -0.12 0.28
H 3.477 -1.757 -5.274 -0.20 -0.39 -0.06
H 5.183 -0.362 -7.599 -0.14 0.41 0.23
H 4.431 0.201 -9.070 0.07 0.04 0.28
H 4.455 1.322 -7.704 0.07 -0.26 0.24
H 0.993 -0.110 -8.082 0.26 -0.07 0.07
H 2.070 1.191 -8.655 -0.33 -0.22 0.16
H 2.081 -0.359 -9.483 -0.06 -0.12 0.33
H 1.981 4.081 -4.285 0.24 -0.10 -0.01
H 3.214 4.029 -5.520 0.01 -0.22 0.29
H 3.033 5.857 -3.382 0.18 -0.16 0.18
H 3.719 5.956 -4.823 0.20 0.01 0.13
H 5.606 2.233 -2.823 -0.46 0.02 -0.10
H 5.163 3.901 -2.588 -0.48 -0.22 -0.13
H 5.605 3.556 -5.439 -0.07 0.33 0.35
H 6.646 4.429 -4.247 -0.22 -0.12 -0.17
H 7.509 2.363 -5.705 0.26 -0.17 0.29
H 6.697 1.383 -4.446 -0.06 0.21 -0.49
H 8.248 1.703 -2.894 0.18 0.29 -0.03
H 8.399 3.445 -3.162 0.20 -0.07 -0.31
H 9.739 3.885 -5.679 -0.14 -0.21 0.23
H 11.924 2.627 -6.570 0.10 -0.32 0.24
H 12.167 0.316 -5.120 -0.21 0.09 0.10
H 10.078 0.252 -3.408 -0.41 0.42 0.04
O -4.372 -1.139 2.161 -1.94 -0.81 -2.98
P -4.160 -2.616 2.080 4.28 -0.95 6.90
O -4.682 -3.069 3.569 -0.39 -0.13 -0.67
C -6.082 -3.032 3.851 -0.20 -0.14 0.04
C -6.792 -4.261 3.310 0.03 -0.02 -0.13
O -2.541 -2.660 2.371 -0.23 -0.10 -1.09
C -1.707 -1.563 1.981 0.27 0.25 0.19
C -1.353 -0.699 3.170 -0.04 0.05 0.21
O -4.112 -4.196 1.614 -1.80 1.77 -2.14
C -3.664 -4.495 0.268 0.28 -0.42 -0.17
C -2.203 -4.902 0.263 0.20 0.28 0.01
H -6.524 -2.116 3.448 0.05 0.03 0.04
H -6.182 -2.997 4.936 0.14 0.05 -0.01
H -6.782 -4.270 2.218 -0.06 0.01 0.01
H -7.831 -4.282 3.642 0.01 0.03 0.01
H -6.293 -5.171 3.646 -0.01 0.03 0.07
H -2.179 -0.976 1.192 -0.08 0.03 0.09
H -0.792 -1.988 1.561 -0.07 -0.13 0.01
H -2.242 -0.319 3.674 -0.08 0.02 -0.17
H -0.742 0.149 2.854 0.03 -0.04 0.00
H -0.796 -1.279 3.909 0.07 -0.01 -0.08
H -3.839 -3.644 -0.396 -0.01 -0.02 -0.01
H -4.276 -5.323 -0.089 -0.13 0.10 0.09
H -1.551 -4.032 0.334 0.00 -0.01 0.06
H -1.954 -5.423 -0.662 -0.09 -0.04 0.02
H -1.976 -5.546 1.112 -0.11 -0.08 -0.04
O -7.751 -1.854 -2.043 3.14 -1.70 -0.07
P -6.915 -0.715 -2.524 -5.01 5.41 -0.61
O -7.153 0.436 -1.400 0.56 -0.64 -0.26
C -6.577 0.254 -0.100 0.27 0.09 0.25
C -5.109 0.629 -0.084 0.07 0.24 -0.26
O -7.897 -0.142 -3.718 0.61 -0.50 -0.25
C -8.824 -1.001 -4.380 -0.34 0.08 0.05
C -10.225 -0.778 -3.849 -0.11 0.07 0.10
O -5.649 0.091 -3.192 0.80 -2.91 1.00
C -4.982 -0.506 -4.333 0.24 0.24 -0.38
C -5.484 0.098 -5.630 -0.31 -0.15 -0.11
H -6.718 -0.778 0.233 -0.08 0.02 -0.02
H -7.132 0.900 0.581 -0.11 0.00 -0.12
H -4.524 -0.066 -0.693 0.05 0.00 0.07
H -4.719 0.606 0.926 -0.03 -0.02 0.00
H -4.960 1.626 -0.501 -0.11 -0.01 -0.05
H -8.527 -2.046 -4.289 -0.03 0.01 0.14
H -8.794 -0.750 -5.444 0.10 0.10 0.03
H -10.269 -0.938 -2.772 0.09 -0.13 -0.02
H -10.933 -1.453 -4.333 0.01 0.02 -0.02
H -10.539 0.251 -4.033 0.01 -0.02 -0.07
H -5.106 -1.592 -4.328 0.01 0.01 0.01
H -3.919 -0.294 -4.219 -0.04 -0.02 0.17
H -6.445 -0.327 -5.916 -0.03 0.05 0.03
H -4.782 -0.103 -6.440 0.08 0.03 0.08
H -5.621 1.174 -5.530 0.14 0.00 0.04
O -2.325 -7.224 8.122 3.27 -0.61 -1.25
P -2.713 -7.759 6.786 -7.36 0.44 0.42
O -3.599 -6.563 6.134 0.82 -0.39 -0.07
C -2.935 -5.361 5.715 0.10 0.28 -0.24
C -2.290 -5.527 4.354 0.17 -0.16 0.01
O -3.924 -8.781 7.246 0.73 -0.39 -0.16
C -3.945 -9.348 8.554 -0.27 0.11 0.21
C -4.945 -8.621 9.430 -0.11 0.12 0.03
O -2.600 -8.562 5.353 2.82 0.72 1.15
C -1.864 -9.807 5.328 -0.11 -0.35 -0.27
C -2.805 -10.994 5.418 -0.08 -0.08 0.32
H -2.197 -5.059 6.463 -0.06 -0.04 0.06
H -3.696 -4.583 5.666 -0.08 -0.11 0.04
H -1.463 -6.241 4.396 0.01 0.04 0.01
H -1.904 -4.573 3.993 -0.08 0.02 0.00
H -3.012 -5.911 3.632 -0.06 0.11 0.01
H -2.951 -9.346 9.002 -0.01 0.15 0.00
H -4.248 -10.394 8.449 -0.01 0.02 -0.15
H -4.719 -7.556 9.487 0.16 -0.04 0.01
H -4.945 -9.033 10.441 -0.01 -0.01 -0.02
H -5.949 -8.714 9.014 0.02 -0.07 0.01
H -1.119 -9.832 6.128 0.01 -0.01 -0.02
H -1.330 -9.836 4.378 0.02 0.17 0.04
H -3.133 -11.158 6.443 -0.05 0.04 -0.02
H -2.305 -11.904 5.084 0.04 0.06 -0.08
H -3.697 -10.829 4.815 0.09 0.03 -0.10
O 3.945 8.142 5.660 3.00 -0.68 -1.75
P 3.336 7.638 4.395 -7.17 0.56 1.47
O 2.423 8.892 3.890 0.75 -0.35 -0.20
C 3.074 10.058 3.386 0.08 0.18 -0.23
C 3.498 9.879 1.939 0.08 -0.10 0.00
O 2.155 6.678 5.024 0.68 -0.36 -0.23
C 2.295 6.095 6.318 -0.24 0.10 0.25
C 1.476 6.863 7.336 -0.09 0.13 0.04
O 3.196 6.860 2.960 3.03 0.67 0.76
C 3.858 5.574 2.815 -0.11 -0.46 -0.31
C 2.884 4.434 3.029 -0.06 0.00 0.46
H 3.932 10.313 4.016 -0.05 -0.01 0.05
H 2.355 10.875 3.460 -0.07 -0.10 0.10
H 4.283 9.125 1.851 0.01 0.04 -0.03
H 3.877 10.817 1.529 -0.01 0.00 0.04
H 2.658 9.540 1.332 -0.02 0.05 0.03
H 3.342 6.037 6.615 0.00 0.14 0.00
H 1.922 5.069 6.253 -0.03 0.03 -0.15
H 1.766 7.913 7.365 0.15 -0.05 -0.01
H 1.602 6.437 8.334 -0.02 -0.02 -0.02
H 0.418 6.830 7.071 0.01 -0.08 0.01
H 4.709 5.500 3.498 0.00 0.02 -0.01
H 4.245 5.535 1.797 0.00 0.18 0.03
H 2.699 4.266 4.090 -0.04 0.05 0.00
H 3.285 3.508 2.616 0.07 0.09 -0.10
H 1.922 4.648 2.564 0.09 0.01 -0.15